# C9H8F2N2

2 unconnected molecules or ions with the total composition C9H8F2N2 in a non-equilibrium geometry (ωB97M-V with the def2-TZVPD basis set, OMol25).

- Spin multiplicity: 1
- Relative energy (zero: lowest compared OMol25 entry of this formula, charge and spin): 384.5 kJ/mol
- Kohn-Sham gap (alpha / beta): 7.55 / 8.20 eV

```
21
C9H8F2N2 (ωB97M-V with the def2-TZVPD basis set)
C -1.89 1.32 -0.59
C 2.76 -0.55 -1.04
C 1.93 -1.62 -0.68
C 2.34 0.74 -0.82
C 0.59 -1.39 -0.26
C 0.98 0.98 -0.47
C 0.12 -0.09 -0.26
C -2.20 -0.79 0.48
C -1.23 0.27 0.05
N -2.57 1.92 -1.29
N -1.19 1.39 2.28
F -2.14 -1.78 -0.46
F -3.53 -0.45 0.56
H 3.71 -0.82 -1.46
H 2.53 -2.56 -1.00
H 3.01 1.51 -0.86
H -0.10 -2.21 -0.18
H 0.61 2.01 -0.12
H -2.09 -1.26 1.40
H -0.41 1.04 2.64
H -1.24 2.36 2.08
```

***

# C9H8F3NO3

A single C9H8F3NO3 molecule in a non-equilibrium geometry (ωB97M-V with the def2-TZVPD basis set, OMol25).

- Spin multiplicity: 1
- Structure (SMILES): COC(=O)[C@](O)(c1ccccn1)C(F)(F)F
- Relative energy (zero: lowest compared OMol25 entry of this formula, charge and spin): 0.0 kJ/mol
- Kohn-Sham gap: 10.68 eV

```
24
C9H8F3NO3 (ωB97M-V with the def2-TZVPD basis set)
C -0.66 3.15 -0.94
O -0.90 1.75 -0.69
C -1.07 1.34 0.57
O -1.10 2.08 1.54
C -1.16 -0.17 0.66
O -1.34 -0.69 1.90
C 0.37 -0.60 0.17
C 0.65 -1.96 0.33
C 1.93 -2.40 0.05
C 2.86 -1.49 -0.44
C 2.46 -0.17 -0.49
N 1.23 0.28 -0.21
C -2.19 -0.89 -0.17
F -3.41 -0.36 -0.08
F -2.00 -0.82 -1.48
F -2.29 -2.19 0.13
H -1.51 3.74 -0.82
H -0.44 3.20 -2.04
H 0.11 3.52 -0.39
H -0.82 -0.22 2.47
H -0.04 -2.53 0.92
H 2.28 -3.37 0.23
H 3.91 -1.81 -0.54
H 3.14 0.61 -0.69
```

***

# C9H8MnN2O4

A molecular structure, C9H8MnN2O4 in a non-equilibrium geometry (ωB97M-V with the def2-TZVPD basis set, OMol25).

- Spin multiplicity: 5
- Relative energy (zero: lowest compared OMol25 entry of this formula, charge and spin): 193.8 kJ/mol
- Net charge: +3
- Kohn-Sham gap (alpha / beta): 8.18 / 4.17 eV

```
24
C9H8MnN2O4 (ωB97M-V with the def2-TZVPD basis set)
Mn 0.29 0.00 -0.45
O -1.66 -0.84 -2.51
C -0.79 -0.47 -1.83
C 1.59 0.39 0.78
O 2.11 0.59 1.80
C 0.20 1.73 -0.94
O -0.20 2.82 -0.78
C 0.86 -1.70 -0.46
O 0.91 -2.79 -0.03
C 1.94 -0.07 -3.17
H 1.70 -1.11 -3.42
H 1.35 0.71 -3.66
C 2.96 0.23 -2.36
H 3.23 1.27 -2.14
H 3.58 -0.56 -1.92
N -0.72 -0.30 2.55
C -1.73 -0.27 3.43
C -2.85 0.12 2.71
C -2.44 0.30 1.38
N -1.09 0.03 1.26
H 0.22 -0.52 2.84
H -1.65 -0.51 4.48
H -3.80 0.25 3.13
H -3.08 0.62 0.56
```

***

# C9H8N2O

A single C9H8N2O molecule in a non-equilibrium geometry (ωB97M-V with the def2-TZVPD basis set, OMol25).

- Spin multiplicity: 1
- Structure (SMILES): Nc1cccc2c(=O)[nH]ccc12
- Relative energy (zero: lowest compared OMol25 entry of this formula, charge and spin): 103.9 kJ/mol
- Kohn-Sham gap: 8.28 eV

```
20
C9H8N2O (ωB97M-V with the def2-TZVPD basis set)
N 1.01 2.49 -0.92
C 0.56 1.19 -1.00
C 0.40 0.61 -2.28
C -0.23 -0.58 -2.41
C -0.62 -1.42 -1.39
C -0.48 -0.95 -0.10
C -0.81 -1.72 1.06
O -1.06 -2.91 1.04
N -0.88 -1.13 2.34
C -0.26 0.10 2.47
C 0.32 0.81 1.45
C 0.17 0.37 0.15
H 1.95 2.41 -0.52
H 0.33 2.99 -0.30
H 0.71 1.18 -3.16
H -0.08 -1.02 -3.39
H -1.06 -2.47 -1.49
H -1.03 -1.74 3.18
H 0.06 0.21 3.58
H 0.99 1.59 1.69
```

***

# C9H8N2O

A molecular structure, C9H8N2O in a non-equilibrium geometry (ωB97M-V with the def2-TZVPD basis set, OMol25).

- Spin multiplicity: 1
- Relative energy (zero: lowest compared OMol25 entry of this formula, charge and spin): 693.1 kJ/mol
- Kohn-Sham gap: 7.74 eV

```
20
C9H8N2O (ωB97M-V with the def2-TZVPD basis set)
C 1.01 -0.60 1.67
C 1.08 -1.96 1.19
C 1.07 -2.13 -0.28
C 0.39 -1.22 -1.20
C -0.12 -0.23 -0.40
C 0.59 0.42 0.79
C -1.04 0.74 -0.96
C -1.85 0.82 -2.10
C -1.94 2.72 -1.25
H 2.16 -0.86 3.53
H 1.97 0.94 3.24
H 1.32 -3.00 1.57
H 1.42 -3.18 -0.74
H 0.28 -1.32 -2.32
H 0.49 1.45 1.05
H -2.59 -0.14 -2.71
H -2.36 3.77 -1.19
N 1.90 -0.26 2.85
N -2.64 1.92 -2.20
O -1.12 2.11 -0.54
```

***

# C9H8N2O7

2 unconnected molecules or ions with the total composition C9H8N2O7 in a non-equilibrium geometry (ωB97M-V with the def2-TZVPD basis set, OMol25).

- Spin multiplicity: 1
- Structure (SMILES): O=NO[C@@H]1COC(=O)O1.O=[N+]([O-])c1ccccc1
- Kohn-Sham gap: 9.58 eV

```
26
C9H8N2O7 (ωB97M-V with the def2-TZVPD basis set)
O 4.11 -2.14 3.00
N 3.44 -2.25 2.06
O 2.30 -3.07 2.35
C 1.24 -2.72 1.50
C 0.33 -1.63 2.10
O -0.98 -2.25 2.06
C -0.70 -3.57 2.23
O -1.26 -4.34 2.94
O 0.38 -3.85 1.42
H 1.56 -2.46 0.49
H 0.56 -1.40 3.14
H 0.24 -0.71 1.52
O 0.51 1.39 0.90
N 0.59 1.08 -0.28
O 1.35 0.24 -0.71
C -0.29 1.77 -1.22
C -1.15 2.75 -0.75
C -1.97 3.40 -1.65
C -1.93 3.07 -3.00
C -1.07 2.08 -3.45
C -0.24 1.42 -2.56
H -1.17 2.99 0.30
H -2.65 4.17 -1.30
H -2.58 3.58 -3.70
H -1.04 1.82 -4.50
H 0.44 0.65 -2.90
```